A cluster of 2 separate species, C5H12NP in total in a non-equilibrium geometry. Source: the Open Molecules 2025 dataset; level of theory: wB97M-V/def2-TZVPD.

Each line ends with the Löwdin charge.
Positions of all 19 atoms, in Å:
C  0.08  3.01  1.93  -0.201
N  0.62  4.13  1.82  0.095
C  1.39  3.07  2.55  -0.197
H  -0.78  2.43  1.70  0.077
H  1.48  3.18  3.63  0.070
H  2.25  2.64  2.05  0.061
C  -1.83  -1.53  -0.86  -0.136
C  -0.85  -0.77  -1.74  -0.356
C  0.60  -0.93  -1.29  -0.511
P  0.93  -0.12  0.36  0.815
H  -1.60  -2.60  -0.88  0.074
H  -1.77  -1.18  0.17  0.049
H  -2.85  -1.39  -1.22  0.068
H  -0.94  -1.12  -2.77  0.100
H  -1.11  0.30  -1.73  0.095
H  0.88  -1.98  -1.25  0.068
H  1.26  -0.43  -2.01  0.063
H  0.51  -1.18  1.15  -0.117
H  2.26  -0.53  0.43  -0.116

SMILES string: C1=NC1.CCCP
relative energy (zero: lowest compared OMol25 entry of this formula, charge and spin): 55.6 kcal per mole
E_LUMO: 0.9 eV
gap between HOMO and LUMO: 10.5 eV
2S+1: 1
electronic energy: -16155.61899 eV